No. 1
Entry from the Open Molecules 2025 dataset: an isolated molecule of C2H5NO (ωB97M-V/def2-TZVPD).

CARTESIAN COORDINATES (ANGSTROEM)
H -1.80 0.65 1.27
H -1.07 -1.08 -0.11
C -0.88 0.78 0.68
C 0.88 -0.45 -0.52
H 0.74 -0.61 -1.59
H 1.37 0.51 -0.36
H 1.50 -1.25 -0.11
O -0.34 1.86 0.56
N -0.39 -0.40 0.18

Summary:
- Spin multiplicity: 1
- E: -209.20046 Ha
- Highest occupied orbital energy: -9.9 eV
- Relative energy (zero: lowest compared OMol25 entry of this formula, charge and spin): 57.41 kJ/mol
- Gap between HOMO and LUMO: 0.397 hartree
- Structure (SMILES): CNC=O

No. 2
Entry from the Open Molecules 2025 dataset: a structure of composition C18H25ClN2OsS (ωB97M-V/def2-TZVPD).

CARTESIAN COORDINATES (ANGSTROEM)
H -2.29 -3.97 1.17
C -0.74 2.01 -0.53
C -2.07 0.12 -0.80
N 1.73 -4.06 -0.10
H -0.19 2.02 -2.77
H 4.12 5.14 -3.50
N -0.34 -3.78 0.50
H 5.04 2.65 -1.56
Cl 1.95 0.91 -1.48
H 2.08 -5.97 0.83
H 2.65 -1.43 1.28
H 4.58 3.53 0.01
H -1.91 1.14 1.20
H 1.25 2.64 2.04
H -0.76 0.91 2.62
C 1.40 -5.16 0.67
C 3.57 4.29 -1.72
C 3.44 4.30 -3.21
C 0.14 -4.93 1.12
H 3.38 1.18 1.27
H 0.06 -1.56 2.13
H 2.62 -3.89 -0.56
C 2.41 0.78 1.56
H 2.41 4.56 -3.56
H -2.79 -0.66 -0.59
C 2.79 5.25 -0.90
C 0.24 0.66 2.26
H -0.46 -5.49 1.81
C 4.74 3.62 -1.09
H 3.84 3.37 -3.70
C -1.63 0.53 -2.07
H 5.55 4.38 -1.28
C 2.03 -0.59 1.58
S 0.56 -1.79 -1.17
C -1.59 1.06 0.16
C 0.66 -3.21 -0.23
H 1.74 5.40 -1.25
H 3.39 6.18 -1.07
H -0.34 2.92 -0.08
C -1.71 -3.31 0.53
Os 0.73 0.33 0.33
C 0.68 -0.67 2.02
H -2.13 -3.33 -0.48
H 2.85 4.95 0.18
H -1.76 -2.28 0.90
C -0.77 1.65 -1.92
H -1.98 0.17 -3.04
C 1.29 1.56 1.94

Summary:
- Spin multiplicity: 5
- E: -1758.66517 Ha
- Highest occupied orbital energy (spin up / spin down): -10.7 / -15.1 eV
- Relative energy (zero: lowest compared OMol25 entry of this formula, charge and spin): 152.74 kJ/mol
- Gap between HOMO and LUMO (spin up / spin down): 0.147 / 0.193 hartree
- Net charge: +2

No. 3
Entry from the Open Molecules 2025 dataset: a cluster of 2 separate species, C2H7NO in total (ωB97M-V/def2-TZVPD).

CARTESIAN COORDINATES (ANGSTROEM)
H -1.67 -1.71 -2.04
H 2.43 2.11 1.24
C -2.14 -0.96 -1.40
H -3.18 -0.84 -1.66
H 3.45 0.73 2.00
O -1.64 0.33 -1.77
H 1.59 -0.55 1.94
H -0.81 0.56 -1.35
N 1.44 0.44 1.75
H -1.98 -1.20 -0.35
C 2.49 1.10 1.63

Summary:
- Spin multiplicity: 1
- E: -210.33396 Ha
- Highest occupied orbital energy: -10.2 eV
- Relative energy (zero: lowest compared OMol25 entry of this formula, charge and spin): 170.10 kJ/mol
- Gap between HOMO and LUMO: 0.408 hartree
- Structure (SMILES): C=N.CO

No. 4
Entry from the Open Molecules 2025 dataset: a structure of composition C3H5CoLiO4 (ωB97M-V/def2-TZVPD).

CARTESIAN COORDINATES (ANGSTROEM)
Co 4.19 0.33 -0.43
O 2.82 -1.13 -0.14
O -3.43 1.28 1.65
C -1.61 -0.02 -0.35
C 2.03 -0.18 -0.32
C -0.23 0.34 -0.46
O 0.67 -0.54 -0.28
H -1.78 -1.09 -0.22
H 0.10 1.36 -0.71
H -2.14 0.41 -1.22
O 2.38 0.98 -0.53
H -3.68 0.66 2.36
H -1.99 0.61 0.50
Li 2.68 -3.03 0.15

Summary:
- Spin multiplicity: 6
- E: -1806.48326 Ha
- Highest occupied orbital energy (spin up / spin down): -29.0 / -29.5 eV
- Relative energy (zero: lowest compared OMol25 entry of this formula, charge and spin): 0.00 kJ/mol
- Gap between HOMO and LUMO (spin up / spin down): 0.435 / 0.285 hartree
- Net charge: +4

> Number 2 is which compound?

C18H25ClN2OsS

> Among the records above, which one has the highest spin multiplicity?

C3H5CoLiO4